(1)
ORCA calculation (ωB97M-V with the def2-TZVPD basis set) on an isolated molecule of C5H4N2 at a distorted geometry.

Computed properties:
- total charge = 0
- SMILES = C#Cc1cc[nH]n1

Geometry (Å):
C (-0.683, -2.339, -1.745)
C (-0.377, -1.445, -1.003)
C (-0.131, -0.263, -0.295)
C (0.219, -0.143, 1.046)
C (0.548, 1.176, 1.276)
H (-0.941, -3.161, -2.348)
H (0.215, -0.913, 1.799)
H (0.802, 1.655, 2.201)
H (0.044, 2.751, -0.082)
N (0.343, 1.773, 0.077)
N (-0.040, 0.909, -0.926)

---

(2)
ORCA calculation (ωB97M-V with the def2-TZVPD basis set) on an isolated molecule of C5H4N2O at a distorted geometry.

Computed properties:
- total charge = 0
- SMILES = O=c1ccncnc1

Geometry (Å):
C (-1.326, 0.059, -0.022)
C (-0.407, 1.229, -0.132)
C (0.991, 1.314, -0.221)
C (1.286, -0.934, 0.406)
C (-0.818, -1.213, -0.370)
H (-1.175, 2.059, 0.141)
H (1.540, 2.132, -0.509)
H (1.949, -1.505, 0.963)
H (-1.548, -1.733, -0.912)
N (1.662, 0.249, 0.310)
N (0.364, -1.728, -0.152)
O (-2.518, 0.072, 0.498)

---

(3)
ORCA calculation (ωB97M-V with the def2-TZVPD basis set) on an isolated molecule of C5H4N2O at a distorted geometry.

Computed properties:
- total charge = 0
- SMILES = [H]/N=C1\N=CC=C1C=O

Geometry (Å):
C (0.637, 0.743, -0.130)
C (1.658, -1.207, 0.033)
C (0.217, -1.486, 0.163)
C (-0.447, -0.304, 0.017)
C (-1.882, 0.413, 0.004)
H (1.687, 2.462, -0.104)
H (2.327, -2.008, 0.016)
H (-0.114, -2.638, 0.093)
H (-2.010, 1.469, -0.259)
N (0.745, 1.992, 0.224)
N (2.042, 0.047, -0.195)
O (-2.812, -0.314, -0.058)

---

(4)
ORCA calculation (ωB97M-V with the def2-TZVPD basis set) on an isolated molecule of C5H4N2O at a distorted geometry.

Computed properties:
- total charge = 0
- SMILES = O=c1cccncn1

Geometry (Å):
C (1.541, -0.269, 0.048)
C (0.887, 1.051, -0.142)
C (-0.450, 1.285, -0.164)
C (-1.543, 0.316, 0.220)
C (-0.373, -1.746, -0.081)
H (1.464, 1.940, -0.042)
H (-0.673, 2.312, -0.236)
H (-2.532, 0.706, 0.645)
H (-0.502, -2.792, -0.431)
N (-1.449, -1.008, 0.055)
N (0.858, -1.489, -0.059)
O (2.772, -0.307, 0.187)

---

(5)
ORCA calculation (ωB97M-V with the def2-TZVPD basis set) on an isolated molecule of C5H4N2O.

Computed properties:
- total charge = 0
- SMILES = O=CC=C1N=CC=N1

Geometry (Å):
C (-0.319, 0.944, -1.936)
C (-0.305, 1.056, -0.453)
C (-0.003, 0.045, 0.363)
C (0.308, -1.007, 2.184)
C (0.547, -1.896, 1.039)
H (-0.107, -0.079, -2.323)
H (-0.601, 1.988, 0.007)
H (0.381, -1.278, 3.237)
H (0.861, -2.948, 1.081)
N (-0.011, 0.173, 1.782)
N (0.355, -1.271, -0.062)
O (-0.539, 1.894, -2.653)

---

(6)
ORCA calculation (ωB97M-V with the def2-TZVPD basis set) on an isolated molecule of C5H4N2O at a distorted geometry.

Computed properties:
- total charge = 0
- SMILES = N#Cc1c[nH]cc1O

Geometry (Å):
C (0.388, -0.844, 0.198)
C (1.610, -0.848, -0.646)
C (0.551, 1.077, -0.778)
C (-0.241, 0.443, 0.188)
C (-1.344, 0.980, 0.894)
H (0.236, -2.593, 1.248)
H (2.222, -1.730, -0.872)
H (2.281, 0.697, -1.839)
H (0.261, 2.011, -0.991)
N (1.546, 0.316, -1.352)
N (-2.541, 1.409, 0.982)
O (-0.477, -1.913, 0.738)

---

Across the entries above, ΔE to the lowest compared entry with this formula, charge and spin takes the values 50.1 65.4 68.9 44.2 21.3 66.7 kcal per mole, respectively.
Across the entries above, frontier orbital gap takes the values 10.1 8.5 8.5 8.4 8.7 9.1 eV, respectively.